24
Properties=species:S:1:pos:R:3:forces:R:3 method="wB97M-V/def2-TZVPD" multiplicity=3 molar_mass_g_mol=181.666 charge=0 homo_lumo_gap_ev="6.17 / 6.16" fmax_ha_per_bohr=0.1120
C 2.5468 2.8083 0.2866 0.9890 0.0978 -0.3737
C 2.9644 1.5364 0.0748 2.1278 -2.8822 0.5300
C 1.1584 3.1529 0.0548 -2.8484 -1.2020 -0.5759
C 2.1432 0.4449 -0.1866 3.8582 -1.5750 -0.8942
C 0.3437 2.0109 -0.1186 -1.7644 3.7355 0.4601
C 0.7865 0.7203 -0.2436 -4.8382 -1.4233 0.5214
C -1.3292 -2.3677 -0.0125 -2.9285 -1.3394 4.7737
C -0.0633 -1.7782 0.3951 0.7391 2.7093 0.4608
C -2.3264 -1.1831 0.0993 1.3478 0.6791 1.6139
C -0.2382 -0.3165 -0.1361 1.6659 0.0929 1.0538
N -1.4712 -0.0066 -0.2210 -2.6262 -0.2359 -0.8053
Cl -3.8157 2.1481 0.1936 0.5957 -0.5311 -0.1122
H 3.2556 3.5434 0.5333 0.7549 0.8526 0.3392
H 4.0046 1.1937 0.2378 -0.3579 1.0006 -0.1892
H 0.7692 4.2092 0.0258 0.4402 -1.4837 0.2459
H 2.4593 -0.6144 -0.4805 0.1198 1.8977 0.6446
H -0.7657 2.0973 -0.0076 1.1746 0.3455 -0.5847
H -1.4187 -2.5878 -0.9829 0.4158 -1.6099 -3.7849
H -1.5603 -3.3021 0.6976 0.0540 1.9477 -1.8298
H 0.0107 -1.6799 1.5192 0.2369 -0.3160 -1.1274
H 0.7684 -2.2341 -0.0565 1.3313 -0.8077 -0.0830
H -3.2815 -1.2040 -0.4140 0.1971 -0.1325 -0.4835
H -2.5610 -0.9824 1.1509 -0.3172 -0.3027 0.1859
H -2.8003 1.2920 -0.0319 -0.3676 0.4826 0.0141